C5H7NS2 | ωB97M-V with the def2-TZVPD basis set

CARTESIAN COORDINATES (ANGSTROEM)
S 1.931 0.346 0.093
S -2.093 -0.189 -0.070
N 1.632 -1.171 -0.343
C 0.318 0.970 0.552
C -0.781 1.001 -0.623
C -0.898 -1.579 0.389
C -0.300 2.297 -0.035
C 0.580 -1.778 -0.181
H 0.426 2.989 -0.538
H -0.068 0.788 1.558
H -0.272 0.563 -1.493
H 0.650 -2.828 -0.600
H -1.299 -2.687 0.321
H -0.992 2.921 0.662
H -0.797 -1.516 1.526

Results
**SMILES string**: C1=NS[C@H]2C[C@@H]2SC1
**Molar mass**: 145.25 Da
**Charge**: 0
**HOMO-LUMO gap**: 9.38 eV

Here are the natural (NBO) charges for atoms 1 to 8, given in e:
1. S 0.504
2. S 0.223
3. N -0.582
4. C -0.463
5. C -0.360
6. C -0.628
7. C -0.403
8. C 0.106

=====

C5H7NdO5 | ωB97M-V with the def2-TZVPD basis set

CARTESIAN COORDINATES (ANGSTROEM)
Nd -2.062 -1.604 1.715
O -0.037 -0.249 0.920
O 2.359 2.679 3.695
O 0.113 3.098 3.851
O -0.925 -0.780 -1.520
O -0.366 -0.821 2.948
C 0.414 -0.357 -1.443
C 0.389 -0.111 2.263
C -1.264 -1.348 -2.763
C 0.629 0.400 -0.156
C 1.188 2.670 3.669
H -1.160 -0.605 -3.571
H 0.212 1.413 -0.231
H 0.658 0.312 -2.288
H 1.700 0.432 0.083
H -0.631 -2.224 -2.983
H -2.309 -1.675 -2.700
H 1.092 -1.229 -1.487

Results
**Molar mass**: 291.35 Da
**Charge**: +1
**HOMO-LUMO gap (spin up / spin down)**: 6.89 / 6.93 eV
**Expectation value of S²**: 6.003
**2S+1**: 5

Here are the Mulliken charges for atoms 1 to 8, given in e:
1. Nd 1.628
2. O -0.117
3. O -0.340
4. O -0.370
5. O -0.255
6. O -0.517
7. C -0.518
8. C -0.245

=====

C5H7O2S3 | ωB97M-V with the def2-TZVPD basis set

CARTESIAN COORDINATES (ANGSTROEM)
S 0.874 1.958 -1.104
S -0.576 1.720 1.516
S -1.494 -1.678 -0.024
O 2.909 -1.791 0.531
O 3.007 -0.071 -0.781
C 0.516 0.996 0.311
C 2.363 -0.822 0.051
C -0.089 -0.850 -0.526
C -2.806 -0.434 -0.193
C 1.005 -0.447 0.481
H -2.747 -0.209 -1.313
H -2.542 0.523 0.324
H -3.755 -1.024 0.296
H 0.730 -0.669 1.559
H 2.596 0.821 -0.736
H 0.226 -1.075 -1.542
H -0.218 3.050 1.148

Results
**Molar mass**: 195.31 Da
**Charge**: -1
**HOMO-LUMO gap (spin up / spin down)**: 6.06 / 6.07 eV

Here are the natural (NBO) charges for atoms 1 to 8, given in e:
1. S -0.405
2. S -0.024
3. S 0.189
4. O -0.621
5. O -0.689
6. C -0.246
7. C 0.785
8. C -0.540

=====

C5H7O4P | ωB97M-V with the def2-TZVPD basis set

CARTESIAN COORDINATES (ANGSTROEM)
P 2.755 0.260 -0.107
O 3.297 0.861 1.160
O 0.040 -1.503 0.838
O 3.330 -1.067 -0.518
O 2.457 1.228 -1.223
C -1.779 0.396 0.390
C 0.578 -0.234 0.415
C -1.551 -0.576 -0.773
C -0.374 0.902 0.763
C -0.157 -1.116 -0.491
H -1.542 -0.053 -1.734
H -2.319 -1.362 -0.813
H -2.197 -0.158 1.236
H -2.476 1.203 0.134
H -0.079 1.757 0.154
H -0.311 1.185 1.817
H 0.328 -1.724 -1.247

Results
**Molar mass**: 162.08 Da
**Charge**: -2
**HOMO-LUMO gap**: 5.88 eV

Here are the natural (NBO) charges for atoms 1 to 8, given in e:
1. P 2.407
2. O -1.247
3. O -0.573
4. O -1.243
5. O -1.254
6. C -0.412
7. C -0.083
8. C -0.429

=====

C5H7O4S | ωB97M-V with the def2-TZVPD basis set

CARTESIAN COORDINATES (ANGSTROEM)
S -3.487 -0.057 0.058
O -3.309 -1.443 -0.465
O -4.005 0.878 -0.962
O 0.570 -0.481 1.202
O -4.207 -0.008 1.346
C 0.485 -1.791 0.641
C -0.100 0.056 0.101
C -0.293 -1.266 -0.571
C 0.095 2.464 0.497
C -0.314 1.377 -0.223
H -1.336 -1.593 -0.632
H 0.185 -1.391 -1.544
H -0.130 3.467 0.179
H -0.052 -2.479 1.294
H -0.860 1.527 -1.147
H 0.628 2.345 1.423
H 1.485 -2.186 0.425

Results
**Molar mass**: 163.17 Da
**Charge**: -1
**HOMO-LUMO gap (spin up / spin down)**: 7.13 / 7.13 eV

Here are the natural (NBO) charges for atoms 1 to 8, given in e:
1. S 2.014
2. O -1.007
3. O -0.985
4. O -0.499
5. O -0.977
6. C -0.050
7. C 0.350
8. C -0.525

=====

C5H7OP | ωB97M-V with the def2-TZVPD basis set

CARTESIAN COORDINATES (ANGSTROEM)
P 1.115 0.006 0.193
O 2.281 -0.959 0.063
C -0.821 -2.038 0.273
C -0.474 -0.641 -0.095
C -2.496 0.964 -0.112
C 1.839 1.778 -0.222
C -1.485 0.325 -0.141
H -1.787 -2.071 0.781
H -0.797 -2.635 -0.617
H 1.891 2.574 0.543
H 1.171 2.026 -1.040
H 2.800 1.418 -0.601
H 0.061 -2.452 0.946
H -3.298 1.704 0.030

Results
**Molar mass**: 114.08 Da
**Charge**: 0
**HOMO-LUMO gap**: 7.58 eV

Here are the natural (NBO) charges for atoms 1 to 8, given in e:
1. P 1.666
2. O -1.032
3. C -0.622
4. C -0.537
5. C -0.226
6. C -0.884
7. C -0.077
8. H 0.229

=====

C5H7OP | ωB97M-V with the def2-TZVPD basis set

CARTESIAN COORDINATES (ANGSTROEM)
P 1.239 2.044 0.687
O 2.538 2.720 0.357
C 1.204 -1.143 -1.388
C -1.622 0.490 0.615
C 0.090 -0.509 -1.318
C -0.271 0.194 -0.068
C -0.534 -0.355 1.264
H -0.776 -0.403 -1.985
H -0.784 -1.418 1.447
H 1.929 -1.306 -0.569
H -0.130 0.119 2.050
H 1.492 -1.604 -2.365
H -1.865 1.395 0.954
H -2.509 -0.224 0.318

Results
**Molar mass**: 114.08 Da
**Charge**: 0
**HOMO-LUMO gap (spin up / spin down)**: 6.97 / 8.85 eV
**Expectation value of S²**: 2.019
**2S+1**: 3

Here are the natural (NBO) charges for atoms 1 to 8, given in e:
1. P 0.918
2. O -0.954
3. C -0.319
4. C -0.439
5. C -0.287
6. C 0.027
7. C -0.470
8. H 0.231

=====

C5H7P | ωB97M-V with the def2-TZVPD basis set

CARTESIAN COORDINATES (ANGSTROEM)
P 2.302 -0.230 0.027
C 0.783 -1.223 0.472
C 1.408 1.159 -0.272
C -0.293 -1.252 -0.637
C -0.355 -0.264 0.505
C -0.028 1.164 0.164
H -0.100 -0.783 -1.538
H -0.256 1.740 0.996
H -1.097 -0.326 1.168
H 1.984 2.155 -0.540
H -0.906 -2.133 -0.563
H -0.532 1.641 -0.706
H 0.778 -2.124 1.213

Results
**SMILES string**: C1=P[C@@H]2C[C@@H]2C1
**Molar mass**: 98.08 Da
**Charge**: 0
**HOMO-LUMO gap**: 9.25 eV

Here are the natural (NBO) charges for atoms 1 to 8, given in e:
1. P 0.672
2. C -0.538
3. C -0.612
4. C -0.404
5. C -0.230
6. C -0.460
7. H 0.213
8. H 0.220

=====

C5H7P | ωB97M-V with the def2-TZVPD basis set

CARTESIAN COORDINATES (ANGSTROEM)
P -0.821 -1.900 -0.941
C 1.257 0.773 1.147
C 0.309 0.325 0.354
C -0.284 -1.126 0.729
C -0.804 -0.443 -1.620
C -0.333 0.765 -0.871
H 1.634 1.849 0.985
H -1.186 -1.074 1.400
H 0.486 -1.612 1.338
H 1.579 0.315 2.018
H -0.910 -0.460 -2.711
H 0.336 1.415 -1.399
H -1.263 1.173 -0.429

Results
**SMILES string**: C=C1CC=PC1
**Molar mass**: 98.08 Da
**Charge**: 0
**HOMO-LUMO gap**: 9.87 eV

Here are the natural (NBO) charges for atoms 1 to 8, given in e:
1. P 0.689
2. C -0.418
3. C 0.060
4. C -0.748
5. C -0.629
6. C -0.517
7. H 0.190
8. H 0.227

=====

C5H7PS | ωB97M-V with the def2-TZVPD basis set

CARTESIAN COORDINATES (ANGSTROEM)
S -1.189 -2.732 -1.153
P -0.409 -1.130 -0.432
C -1.697 0.008 1.103
C 1.082 -1.290 0.518
C 1.497 0.380 -1.153
C 0.237 0.118 -1.509
C 2.037 -0.491 -0.084
H 2.948 -0.424 0.448
H -2.573 -0.620 1.236
H -0.414 0.601 -2.213
H -0.866 -0.048 1.831
H 1.092 -2.157 1.271
H 2.104 0.964 -1.799
H -1.992 0.958 0.573

Results
**Molar mass**: 130.15 Da
**Charge**: 0
**HOMO-LUMO gap**: 7.71 eV

Here are the natural (NBO) charges for atoms 1 to 8, given in e:
1. S -0.533
2. P 1.144
3. C -0.759
4. C -0.563
5. C -0.190
6. C -0.538
7. C -0.195
8. H 0.226

=====

What largest force on an atom values result from the calculations? In sequence: 5.37; 3.74; 3.23; 2.94; 1.22; 3.40; 6.55; 3.87; 4.78; 3.61 eV Å⁻¹.